Entry from the OMol25 dataset: C42H47N5OP2PdS2 as an isolated structure (wB97M-V/def2-TZVPD).

Structure (XYZ):
```
100
Properties=species:S:1:pos:R:3:forces:R:3:mulliken_charge:R:1
Pd -0.292305 0.576433 0.126222 -0.56 0.25 0.00 0.08
S -0.392640 0.133755 2.568985 0.26 0.15 -0.74 -0.90
P -1.313105 1.893829 2.209770 -0.01 0.89 0.28 3.02
C -0.726703 2.659973 0.782463 0.12 -1.55 -0.36 -1.65
P -1.448375 2.815317 -0.771220 -0.20 1.22 0.29 2.63
S -0.586277 1.613026 -2.132437 0.13 -0.35 0.67 -0.76
C -3.264938 2.695439 -0.820231 -0.04 -0.05 -0.03 0.14
C -3.930709 1.893795 -1.740529 -0.10 0.04 0.10 -0.69
C -5.319245 1.788949 -1.700203 0.08 0.01 0.01 -0.74
C -6.043759 2.486644 -0.744413 -0.01 -0.01 -0.07 -0.66
C -5.385747 3.294842 0.173844 0.11 0.08 -0.01 -0.80
C -4.003384 3.395416 0.136702 -0.06 0.04 -0.13 0.41
C -1.092312 4.554009 -1.231998 0.13 0.00 -0.05 0.32
C -2.061126 5.515976 -1.492080 0.04 -0.03 -0.07 -0.37
C -1.691732 6.832689 -1.760047 -0.03 -0.03 -0.01 -0.72
C -0.355002 7.191595 -1.771751 0.05 -0.05 0.01 -0.51
C 0.625186 6.232228 -1.526395 -0.03 -0.05 0.01 -0.64
C 0.260067 4.923561 -1.257623 -0.22 0.04 -0.01 -0.56
C -0.869065 3.106189 3.504525 -0.03 -0.08 0.05 -0.12
C -0.107015 2.751822 4.607953 -0.05 0.02 0.07 -0.35
C 0.316640 3.726542 5.508248 -0.04 -0.02 -0.03 -0.72
C -0.025596 5.054686 5.307100 -0.02 -0.01 -0.02 -0.52
C -0.792801 5.415436 4.202355 -0.01 -0.05 0.00 -0.78
C -1.204795 4.446210 3.302342 0.04 -0.02 0.01 -0.16
C -3.093277 1.589549 2.413060 -0.01 -0.09 -0.05 0.44
C -3.842891 2.231265 3.390153 -0.05 0.02 0.00 -0.53
C -5.195660 1.934725 3.535368 0.00 -0.01 -0.04 -0.97
C -5.797116 1.001510 2.706027 0.04 -0.01 0.02 -0.70
C -5.048970 0.357797 1.723412 0.02 0.00 0.07 -0.79
C -3.705236 0.650373 1.578447 -0.15 0.02 0.24 -0.22
H -3.355838 1.352860 -2.480382 0.01 -0.03 -0.02 0.44
H -5.834841 1.158821 -2.415630 0.04 0.02 0.02 0.41
H -7.124701 2.399941 -0.711597 0.08 0.00 0.00 0.41
H -5.947677 3.829201 0.930204 0.03 0.00 -0.03 0.43
H -3.485125 4.013064 0.860609 -0.04 0.02 0.02 0.22
H -3.107952 5.242368 -1.498723 -0.02 0.02 0.01 0.37
H -2.453597 7.576841 -1.964112 0.03 -0.06 0.02 0.41
H -0.070942 8.216349 -1.977250 0.00 -0.02 0.00 0.37
H 1.673500 6.511775 -1.542814 -0.07 -0.03 0.00 0.43
H 1.012153 4.169015 -1.062988 0.03 -0.01 0.02 0.24
H 0.169317 1.713558 4.750971 0.02 0.03 0.00 0.41
H 0.918590 3.445470 6.363893 -0.01 0.00 -0.03 0.40
H 0.311149 5.813642 6.003605 -0.02 -0.03 -0.02 0.39
H -1.055894 6.453295 4.038180 0.01 -0.02 0.00 0.43
H -1.766480 4.732782 2.418417 0.04 0.00 0.01 0.20
H -3.374315 2.958959 4.042495 -0.06 -0.05 0.00 0.37
H -5.776737 2.430772 4.303243 0.02 0.00 0.00 0.43
H -6.848004 0.767696 2.827898 0.02 0.00 -0.01 0.41
H -5.516956 -0.373467 1.075017 0.03 0.02 0.02 0.53
H -3.119692 0.155940 0.819800 0.10 -0.10 -0.12 0.28
C -2.909332 -5.103522 4.417577 0.06 0.02 -0.04 -1.06
C -2.560353 -5.849575 3.133838 0.04 0.11 0.09 -0.79
N -2.083081 -4.978138 2.058471 0.00 0.09 0.02 0.19
C -0.652248 -4.994091 1.764930 -0.09 0.08 0.08 -0.75
C 0.190803 -4.259152 2.800720 -0.01 -0.02 0.02 -1.02
C -3.023968 -4.244447 1.409250 -0.03 -0.02 0.11 0.31
O -4.213232 -4.325833 1.690048 0.10 -0.06 -0.11 -0.66
C -2.609360 -3.319586 0.297362 -0.01 -0.17 -0.02 0.48
C -3.278855 -3.408042 -0.914968 -0.11 0.01 -0.05 -0.40
C -2.964801 -2.511008 -1.920348 -0.06 -0.03 -0.02 -1.08
C -2.005508 -1.540471 -1.676016 0.05 -0.15 0.04 -0.53
N -1.374922 -1.438237 -0.506661 0.25 0.10 0.04 0.36
C -1.673419 -2.313631 0.452564 0.09 0.05 0.13 -0.15
H -3.153298 -5.815009 5.209660 -0.01 0.03 -0.04 0.38
H -3.770037 -4.457829 4.252489 0.02 0.01 0.01 0.31
H -2.071079 -4.489285 4.753900 -0.05 -0.04 0.00 0.26
H -3.437626 -6.381758 2.771715 -0.05 -0.05 -0.02 0.39
H -1.772966 -6.578837 3.320367 0.04 -0.04 0.00 0.41
H -0.486388 -4.576065 0.777159 -0.03 0.06 -0.08 0.43
H -0.338950 -6.038025 1.718497 0.01 -0.08 -0.05 0.43
H -0.145659 -3.228404 2.923160 0.04 -0.02 0.02 0.24
H 1.237287 -4.243329 2.489087 -0.04 -0.01 0.02 0.39
H 0.135368 -4.750837 3.774534 0.00 0.03 -0.04 0.38
H -4.047024 -4.161586 -1.045208 0.04 0.04 -0.01 0.51
H -3.468332 -2.546109 -2.878051 0.05 0.00 0.02 0.46
H -1.729159 -0.814369 -2.426954 -0.01 0.08 -0.04 0.49
H -1.167642 -2.159668 1.397990 -0.02 -0.02 -0.04 0.02
C 4.704072 3.402500 1.087824 -0.05 -0.03 0.01 -0.74
C 3.211814 3.588341 1.259616 -0.06 -0.18 -0.04 -0.41
N 2.544595 2.314652 1.042595 0.09 0.19 0.14 0.10
C 2.924158 1.400137 0.100119 0.20 0.06 -0.38 0.10
N 2.095171 0.461943 -0.221347 0.50 -0.14 -0.16 0.26
C 2.503513 -0.507342 -1.230485 -0.11 -0.05 0.17 -0.71
C 4.006637 -0.690731 -1.319038 -0.01 -0.01 0.04 -0.75
C 4.619277 0.676811 -1.509004 -0.07 0.15 0.04 -0.70
N 4.205941 1.541653 -0.415994 0.04 -0.03 0.16 0.15
C 4.933916 2.795898 -0.279516 -0.10 -0.09 -0.10 -0.67
H 5.080328 2.724232 1.855809 0.03 0.01 0.03 0.30
H 5.229067 4.355434 1.172943 -0.03 -0.02 0.00 0.40
H 2.853527 4.354125 0.559652 -0.01 0.04 -0.03 0.10
H 2.963896 3.929888 2.263575 -0.01 0.01 0.05 0.40
H 1.541990 2.334643 1.165770 -0.31 -0.03 0.05 -0.04
H 2.116118 -0.203330 -2.209255 -0.07 0.01 -0.06 0.25
H 2.026897 -1.458532 -0.987809 -0.06 -0.06 -0.02 0.19
H 4.280052 -1.355397 -2.142636 -0.03 0.05 0.04 0.41
H 4.378570 -1.123784 -0.387206 0.03 -0.04 -0.01 0.29
H 4.300520 1.090224 -2.475676 0.03 0.04 -0.04 0.28
H 5.709338 0.635535 -1.513199 0.05 0.00 0.03 0.40
H 4.620140 3.515792 -1.049929 0.03 0.00 -0.05 0.27
H 5.991835 2.586275 -0.447150 0.01 -0.03 0.02 0.36
```
Forces are in eV/Å.

Properties
* HOMO level: -7.03 eV
* total charge: 0
* DFT total energy: -97545.109 eV
* energy relative to the best compared isomer or geometry (same formula, charge and spin): 62.1 kJ/mol
* HOMO-LUMO gap: 7.02 eV
* maximum force: 1.60 eV/Å

Entry from the OMol25 dataset: a 7-piece molecular cluster, C42H47O4PS overall (wB97M-V/def2-TZVPD).

Structure (XYZ):
```
95
Properties=species:S:1:pos:R:3:forces:R:3:mulliken_charge:R:1
C 4.109539 1.098928 0.004527 -0.63 0.21 -0.44 -1.27
C 2.834857 1.848183 -0.677761 -0.42 -0.24 0.76 1.90
C 3.023990 3.439168 -0.629116 -0.12 0.18 -0.36 -1.21
C 1.614100 1.192248 0.158172 1.00 -0.84 -0.96 -1.27
C 0.464438 0.915247 -0.930326 1.66 -0.47 2.79 0.22
P -0.746408 2.362633 -0.875705 -2.81 0.92 -1.78 0.49
O -2.010880 1.871013 0.202121 3.17 1.47 -0.21 -0.47
O -0.095196 3.819386 -0.281249 -0.38 -2.76 1.01 -0.50
S -1.580463 2.774761 -2.583845 0.90 -0.37 0.87 -0.41
O 1.228600 0.656481 -2.122468 0.16 1.65 0.36 -0.34
C 2.428797 1.442621 -2.169876 0.66 0.19 -1.62 -0.12
O 2.938827 1.722996 -3.262878 -1.51 -0.95 4.51 -0.61
H 3.874242 1.082338 1.131819 0.69 0.21 -1.69 0.30
H 5.084359 1.641777 -0.218391 -1.24 -0.90 0.32 0.44
H 4.136663 0.008548 -0.329914 0.17 1.48 0.35 0.19
H 4.152796 3.639502 -0.666337 -1.76 -0.05 0.20 0.38
H 2.526137 3.922990 0.286893 1.07 -0.87 -1.18 0.19
H 2.546971 3.959001 -1.536351 0.72 -0.90 1.31 0.32
H 1.364810 1.717232 1.135192 0.14 -0.58 -1.35 0.16
H 2.021119 0.138523 0.386005 -0.85 1.62 0.07 0.46
H -0.025376 -0.053312 -0.559963 0.15 1.58 -1.08 0.46
H -1.941275 2.521570 0.938590 -0.53 -0.65 -0.29 0.28
H 0.229850 3.716044 0.648281 -0.16 0.22 -0.89 0.34
C 0.900416 0.437023 -5.435040 -0.02 -0.04 -0.07 -0.17
C 2.172084 0.770741 -5.889980 0.16 0.00 -0.25 -0.23
C 2.543246 0.473576 -7.198430 -0.21 -0.09 0.01 -0.56
C 1.644010 -0.161338 -8.050355 0.03 0.01 0.03 -0.42
C 0.375727 -0.503184 -7.592134 0.02 0.01 0.04 -0.47
C 0.003006 -0.202850 -6.285429 0.13 0.02 -0.04 -0.56
H 0.608681 0.674436 -4.418403 0.03 0.00 -0.13 0.26
H 2.873410 1.263112 -5.225578 -0.24 -0.16 -0.31 0.60
H 3.533859 0.736881 -7.554563 -0.07 -0.01 0.02 0.38
H 1.932599 -0.390638 -9.070751 -0.02 -0.01 0.06 0.48
H -0.323667 -1.003518 -8.254299 0.05 0.05 0.04 0.38
H -0.987013 -0.467278 -5.928926 0.06 0.03 -0.02 0.38
C 8.113322 -3.168712 0.200363 -0.05 0.06 -0.06 -0.37
C 8.885605 -2.066200 -0.151067 -0.07 0.00 -0.01 -0.36
C 8.337907 -1.052064 -0.930149 -0.06 -0.06 0.02 -0.44
C 7.018182 -1.142456 -1.361741 0.04 -0.05 0.05 -0.34
C 6.248627 -2.249422 -1.017942 0.06 0.02 0.05 -0.41
C 6.795163 -3.261810 -0.235789 0.05 0.07 0.00 -0.41
H 8.538612 -3.956003 0.813237 -0.03 0.05 -0.06 0.35
H 9.915380 -1.996871 0.183263 -0.09 0.00 -0.02 0.35
H 8.939337 -0.190960 -1.201224 -0.04 -0.07 0.01 0.36
H 6.590058 -0.350652 -1.967156 0.03 -0.06 0.01 0.47
H 5.221073 -2.323001 -1.359498 0.08 -0.01 0.00 0.43
H 6.194401 -4.123734 0.034044 0.05 0.06 -0.03 0.35
C -3.637604 5.001749 1.741040 -0.06 -0.05 0.11 -0.43
C -3.422835 5.875133 2.802791 -0.03 -0.06 0.02 -0.54
C -4.444292 6.130168 3.711872 -0.02 -0.05 -0.04 -0.38
C -5.682766 5.514831 3.556888 0.09 -0.02 -0.08 -0.40
C -5.900332 4.648648 2.489857 0.05 0.03 0.03 -0.41
C -4.877742 4.390513 1.582617 0.03 -0.02 0.02 -0.54
H -2.838160 4.798047 1.035371 -0.07 0.09 -0.05 0.74
H -2.457955 6.356917 2.922185 -0.08 -0.03 -0.01 0.38
H -4.275727 6.808395 4.541424 -0.01 -0.05 -0.07 0.38
H -6.478584 5.711491 4.267120 0.05 0.00 -0.05 0.41
H -6.867836 4.173377 2.365641 0.08 0.03 0.00 0.39
H -5.046417 3.713389 0.751950 0.02 0.05 0.05 0.41
C -6.141290 1.850494 5.208055 0.04 -0.09 0.04 -0.21
C -5.025774 1.417291 4.498015 -0.01 -0.03 0.03 -0.12
C -4.466889 0.172830 4.771003 -0.08 0.03 0.07 -0.56
C -5.020793 -0.637417 5.757489 -0.03 0.10 0.00 -0.37
C -6.130781 -0.200211 6.473884 0.03 0.03 -0.03 -0.27
C -6.691993 1.042639 6.198339 0.08 -0.01 -0.06 -0.61
H -6.580976 2.817888 4.990440 0.06 -0.06 0.01 0.28
H -4.592182 2.050222 3.730292 -0.07 -0.02 0.05 0.36
H -3.599277 -0.166170 4.214888 -0.07 0.02 0.03 0.37
H -4.586684 -1.608834 5.968625 -0.04 0.05 -0.02 0.40
H -6.559440 -0.829333 7.247301 0.03 0.03 -0.08 0.38
H -7.558710 1.382334 6.755243 0.06 -0.03 -0.04 0.36
C 4.611551 -4.333013 -11.006331 -0.08 0.01 0.04 -0.36
C 4.830636 -3.465225 -9.941144 -0.07 -0.04 0.00 -0.40
C 3.811607 -3.211049 -9.028690 -0.01 -0.05 -0.05 -0.35
C 2.570670 -3.822114 -9.183951 0.06 -0.01 -0.06 -0.37
C 2.349020 -4.682807 -10.254383 0.07 0.03 0.01 -0.39
C 3.369350 -4.939672 -11.164687 0.03 0.06 0.06 -0.36
H 5.408367 -4.536004 -11.713730 -0.06 0.02 0.04 0.35
H 5.797147 -2.986939 -9.821490 -0.07 -0.04 0.00 0.35
H 3.983792 -2.536822 -8.196347 -0.04 -0.04 -0.06 0.41
H 1.776679 -3.626211 -8.471408 0.06 0.02 -0.04 0.40
H 1.379968 -5.154786 -10.379013 0.08 0.03 0.01 0.35
H 3.196912 -5.612570 -11.997888 0.01 0.05 0.06 0.35
C -5.933018 -2.314731 10.009148 0.04 -0.10 0.02 -0.35
C -4.817403 -2.748034 9.299151 -0.05 -0.04 0.03 -0.22
C -4.258535 -3.992417 9.572207 -0.07 0.01 0.05 -0.45
C -4.812652 -4.802400 10.558614 -0.03 0.09 -0.02 -0.36
C -5.922409 -4.365282 11.274714 0.02 0.04 -0.05 -0.37
C -6.483716 -3.122552 10.999365 0.07 -0.01 -0.06 -0.42
H -6.372776 -1.347221 9.791650 0.05 -0.05 0.03 0.40
H -4.383707 -2.115267 8.531607 -0.04 -0.03 0.06 0.37
H -3.390896 -4.331442 9.016313 -0.07 0.03 0.04 0.36
H -4.378699 -5.773603 10.769880 -0.03 0.07 -0.01 0.35
H -6.351002 -4.994264 12.047928 0.03 0.05 -0.07 0.35
H -7.350371 -2.782921 11.556279 0.06 -0.03 -0.04 0.36
```
Forces are in eV/Å.

Properties
* HOMO level: -8.72 eV
* total charge: 0
* DFT total energy: -72630.071 eV
* SMILES: CC1(C)C[C@@H](P(O)(O)=S)OC1=O.c1ccccc1.c1ccccc1.c1ccccc1.c1ccccc1.c1ccccc1.c1ccccc1
* HOMO-LUMO gap: 8.39 eV
* maximum force: 4.85 eV/Å

| no. | LUMO level (eV) |
| --- | --- |
| 1 | 0.0 |
| 2 | -0.3 |